1.
Computed, not measured: a cluster of 3 separate species, C4H15N4O3 in total at a distorted geometry, with ωB97M-V/def2-TZVPD.

- Max |F|: 6.69 eV/Å
- Charge: +1
- Energy above the lowest of the compared OMol25 structures with the same formula, charge and spin: 58.8 kcal per mole
- LUMO level: -0.124 Eh

```
26
Properties=species:S:1:pos:R:3:mulliken_charge:R:1
O -0.4653 1.3045 -0.1710 -0.458
O 3.3284 -1.9712 -1.2503 -0.468
O -4.3235 -1.9484 -0.2104 -0.562
N -2.3164 -0.7417 -0.7732 -0.558
N 0.8989 0.3389 1.3124 -0.210
N 2.4513 2.1031 -0.6262 -0.686
N 2.9886 -0.4860 0.5233 -0.189
C 2.9282 -1.9487 0.0096 -0.333
C -0.1705 1.2339 1.1295 -0.306
C 1.9471 0.1077 0.7744 0.662
C -3.4555 -0.9068 0.0911 -0.423
H -2.1196 -1.7336 -0.9416 0.249
H 0.0145 2.0858 1.7841 0.362
H 1.8131 -2.0972 0.0732 0.255
H -3.0637 -1.1649 1.0197 0.297
H 3.3324 2.5885 -0.5154 0.186
H 2.5511 1.2819 -1.1899 0.269
H -1.0812 0.7280 1.7140 0.224
H -2.4668 -0.2678 -1.7215 0.256
H -4.8042 -1.9340 -1.1556 0.348
H -3.9489 0.1335 0.2072 0.317
H 4.1423 -2.4376 -1.3891 0.360
H 1.5953 2.6951 -0.8882 0.238
H 3.4547 -2.5821 0.6414 0.390
H 3.9760 -0.0903 0.4002 0.339
H -0.8505 0.4124 -0.3201 0.441
```

2.
Computed, not measured: a cluster of 3 separate species, C4H15NO2 in total at a distorted geometry, with ωB97M-V/def2-TZVPD.

- Max |F|: 2.11 eV/Å
- Energy above the lowest of the compared OMol25 structures with the same formula, charge and spin: 42.4 kcal per mole
- LUMO level: 0.016 Eh
- SMILES: CCNCC.O.O

```
22
Properties=species:S:1:pos:R:3:mulliken_charge:R:1
O -0.2416 3.0250 -1.2155 -0.670
O 1.8369 -1.7815 -1.1373 -0.602
N 0.1479 0.3473 -0.5177 -0.316
C -1.6635 -1.3155 -0.2040 -1.178
C -1.3362 0.1622 -0.4064 -0.496
C 0.7011 0.1064 1.9392 -0.990
C 0.8887 0.8182 0.6279 -0.365
H 0.7725 0.8101 2.7715 0.327
H 0.7560 1.8964 0.7232 0.253
H -0.8382 -2.0090 0.0100 0.269
H -0.7181 2.8977 -0.3856 0.290
H -1.6867 0.4395 -1.4092 0.344
H -2.4609 -1.4381 0.5314 0.321
H -0.2385 -0.4716 2.0231 0.227
H -1.9965 -1.8134 -1.1263 0.376
H 1.9648 0.9357 0.3760 0.391
H 1.8270 -2.7015 -0.8832 0.275
H 1.4806 -0.6137 2.2927 0.261
H -1.7928 0.7317 0.4036 0.404
H -0.2522 2.0846 -1.5184 0.403
H 0.4970 -0.4989 -0.9653 0.205
H 2.3526 -1.6114 -1.9296 0.274
```

3.
Computed, not measured: a cluster of 3 separate species, C4H15NO2 in total at a distorted geometry, with ωB97M-V/def2-TZVPD.

- Max |F|: 2.13 eV/Å
- Energy above the lowest of the compared OMol25 structures with the same formula, charge and spin: 39.2 kcal per mole
- LUMO level: 0.023 Eh
- SMILES: CCNCC.O.O

```
22
Properties=species:S:1:pos:R:3:mulliken_charge:R:1
O 0.1844 -2.5901 2.7994 -0.645
O -0.7437 -1.9829 -1.3421 -0.593
N 0.1238 1.3547 -0.2919 -0.304
C 1.3433 0.6958 -0.6679 -0.054
C -0.5298 0.9475 0.9524 -0.286
C -1.9881 0.4976 0.7175 -1.142
C 1.7482 1.0089 -2.1124 -1.404
H 2.1929 1.0708 -0.0797 0.214
H 2.3891 0.1719 -2.4342 0.336
H -1.2575 -2.7887 -1.3207 0.300
H -0.4222 1.7631 1.6758 0.403
H -2.1705 -0.4769 1.1910 0.276
H -2.2338 0.4853 -0.3411 0.394
H -0.5632 -1.6758 -0.4532 0.283
H -0.4443 -1.9344 2.4866 0.326
H 1.1974 -0.3830 -0.5677 0.208
H 0.9758 -2.0891 3.0035 0.321
H 0.0413 0.1352 1.3503 0.071
H -2.6617 1.1084 1.3305 0.314
H 2.3807 1.8740 -2.2490 0.329
H 0.9002 0.9230 -2.7400 0.415
H -0.4621 1.8848 -0.9069 0.239
```

4.
Computed, not measured: a cluster of 3 separate species, C4H15NO2 in total at a distorted geometry, with ωB97M-V/def2-TZVPD.

- Max |F|: 6.46 eV/Å
- Energy above the lowest of the compared OMol25 structures with the same formula, charge and spin: 63.8 kcal per mole
- LUMO level: 0.020 Eh
- SMILES: CCNCC.O.O

```
22
Properties=species:S:1:pos:R:3:mulliken_charge:R:1
O 2.0671 -2.6726 -0.7552 -0.729
O 0.7385 1.2150 -2.1443 -0.574
N -0.6815 1.0839 0.2314 -0.484
C -1.9484 -1.1489 -0.1320 -0.832
C 0.4677 0.3160 0.9011 1.343
C 1.4365 1.3734 1.2844 -1.518
C -1.9091 0.2467 0.3745 -0.603
H 0.8642 -0.4028 0.1805 -0.934
H -2.0460 0.2976 1.4602 0.396
H 2.4693 1.1285 0.9872 0.334
H 0.1225 -0.3540 1.7545 0.455
H 1.3931 -3.3543 -0.4188 0.295
H 1.4612 2.2765 0.8087 0.454
H -2.8243 0.8859 0.1155 0.385
H -0.4462 1.1571 -0.6635 0.345
H -2.7006 -1.2277 -0.9144 0.314
H 1.5637 -1.8339 -0.4807 0.051
H 0.7563 2.0698 -2.4371 0.240
H 1.0473 0.5031 -2.7226 0.275
H 1.4475 1.7519 2.3235 0.336
H -0.9530 -1.5017 -0.3748 0.158
H -2.3261 -1.8093 0.6219 0.293
```

5.
Computed, not measured: a cluster of 3 separate species, C4H15NO2 in total at a distorted geometry, with ωB97M-V/def2-TZVPD.

- Max |F|: 3.09 eV/Å
- Energy above the lowest of the compared OMol25 structures with the same formula, charge and spin: 36.2 kcal per mole
- LUMO level: 0.030 Eh
- SMILES: CNC(C)C.O.O

```
22
Properties=species:S:1:pos:R:3:mulliken_charge:R:1
O -1.6558 -0.1612 -2.5573 -0.700
O 1.5985 -2.3238 -1.2780 -0.637
N -0.2823 -0.6394 0.7493 -0.148
C 1.8796 0.4431 1.0896 -1.634
C 0.3700 0.6645 1.0052 0.768
C 0.0230 1.7387 0.0310 -1.377
C -1.6988 -0.5283 0.4496 -1.268
H 0.4155 1.6003 -0.9840 0.315
H 1.6749 -2.0799 -0.3509 0.310
H 0.7341 -2.7513 -1.3088 0.307
H 2.2939 0.2466 0.0953 0.347
H -1.8577 -0.7117 -0.6305 0.476
H -0.0400 -1.3238 1.4435 0.281
H -2.3280 0.2850 0.8080 0.303
H 2.1280 -0.4768 1.6280 0.388
H -0.9756 -0.0234 -1.8864 0.277
H 0.3763 2.7272 0.3237 0.388
H -1.9027 0.7402 -2.7848 0.352
H 0.1204 0.9143 2.0501 0.151
H -1.0526 1.8142 -0.1485 0.372
H -2.2064 -1.4605 0.7391 0.340
H 2.3856 1.3059 1.5167 0.389
```

6.
Computed, not measured: a cluster of 4 separate species, C4H15NO2S in total at a distorted geometry, with ωB97M-V/def2-TZVPD.

- Max |F|: 3.04 eV/Å
- Energy above the lowest of the compared OMol25 structures with the same formula, charge and spin: 172.4 kcal per mole
- LUMO level: -0.155 Eh

```
23
Properties=species:S:1:pos:R:3:mulliken_charge:R:1
S -0.0067 1.8025 1.1459 -0.211
O 0.2493 -0.3501 -3.7934 -0.659
O -0.5708 2.2024 -2.1772 -0.634
N 0.3280 -0.7594 -0.3946 -0.496
C 0.2110 -0.9852 2.1001 -0.848
C -0.3782 -2.9100 0.6702 -1.597
C 0.8730 0.4237 2.0195 -0.783
C -0.4669 -1.3772 0.7556 0.923
H -1.5153 -1.0805 0.7444 0.270
H -0.0193 -1.0456 -1.3114 0.395
H -0.8786 1.3490 -1.7036 -0.014
H 0.0739 0.2257 -0.5872 -0.192
H -1.3933 -0.0211 -1.4317 0.200
H -0.3909 0.0522 -3.0925 0.260
H -0.2566 2.7446 -1.3847 0.300
H 0.3330 -3.2861 -0.0511 0.391
H -0.3457 -3.4477 1.6184 0.387
H -1.2954 -3.2463 0.1213 0.378
H 1.1237 0.8410 2.9550 0.480
H 1.1000 0.1276 -3.7235 0.361
H 1.0040 -1.7020 2.1773 0.408
H 1.8603 0.3389 1.5971 0.344
H -0.4500 -1.1008 2.9924 0.337
```

7.
Computed, not measured: a cluster of 3 separate species, C4H15NO2S in total at a distorted geometry, with ωB97M-V/def2-TZVPD.

- <S²>: 0.7544
- 2S+1: 2
- Max |F|: 4.43 eV/Å
- Charge: +1
- Energy above the lowest of the compared OMol25 structures with the same formula, charge and spin: 55.7 kcal per mole
- LUMO level (alpha / beta): -0.156 / -0.341 Eh

```
23
Properties=species:S:1:pos:R:3:mulliken_charge:R:1
S -0.1259 2.0921 -0.9395 0.096
O -2.5702 -0.5227 -0.4639 -0.626
O -1.2996 -1.6395 -2.7015 -0.604
N 1.6418 -1.9279 0.2160 -0.597
C 1.3033 -0.4083 2.0158 -0.536
C 0.9412 1.5297 0.3210 -0.658
C 0.3260 0.7582 1.4547 -0.797
C 0.7041 -1.6693 1.3871 -0.267
H 2.3849 -0.1318 1.6765 0.364
H 0.2264 1.4372 2.2470 0.413
H -1.9692 0.1408 -0.1592 0.305
H -0.3281 -1.5149 0.8022 0.179
H 1.3787 2.3721 0.9692 0.437
H 1.8849 1.1207 0.0547 0.436
H 1.2234 -0.3730 3.2061 0.331
H -0.5763 -1.2206 -2.3739 0.237
H -1.9200 -1.3978 -1.9718 0.414
H -3.5048 -0.2008 -0.3634 0.296
H 2.5051 -2.2589 0.5504 0.248
H -0.7153 3.0057 0.0273 0.281
H 1.2524 -2.7750 -0.3064 0.268
H -0.6392 0.3528 1.2474 0.430
H 0.6287 -2.4994 2.1651 0.351
```

8.
Computed, not measured: a cluster of 4 separate species, C4H15NO3 in total at a distorted geometry, with ωB97M-V/def2-TZVPD.

- <S²>: 0.7505
- 2S+1: 2
- Max |F|: 1.51 eV/Å
- Charge: -1
- Energy above the lowest of the compared OMol25 structures with the same formula, charge and spin: 23.0 kcal per mole
- LUMO level (alpha / beta): 0.128 / 0.125 Eh

```
23
Properties=species:S:1:pos:R:3:mulliken_charge:R:1
O -2.6497 0.2635 1.7209 -0.948
O -1.6733 -2.5207 0.7468 -0.912
O -2.4858 1.0658 -0.9649 -0.744
N 1.7087 0.4939 -0.4471 -0.228
C 1.2757 1.3335 0.5548 -0.217
C 1.0267 -0.7968 -0.6688 -0.348
C 1.9538 -1.8015 -1.3126 -1.296
C 1.8222 2.4893 0.9152 -0.721
H 2.9251 -1.7845 -0.8140 0.369
H -2.9671 1.6442 -1.5815 0.231
H 2.1746 -1.5250 -2.3525 0.318
H -2.6018 0.0725 0.7636 0.280
H -2.2394 -3.2216 1.0812 0.371
H 2.1875 0.8233 -1.2677 0.232
H 1.4498 -2.7574 -1.3627 0.371
H -3.2965 0.9878 1.7878 0.313
H -1.9182 1.6044 -0.3891 0.340
H 0.7082 -1.1102 0.3269 0.256
H -1.9393 -1.7263 1.2386 0.378
H 0.1176 -0.6210 -1.2388 0.265
H 1.3875 3.0583 1.7313 0.352
H 0.3795 0.9793 1.0318 0.075
H 2.6542 3.0491 0.5007 0.264
```

9.
Computed, not measured: a cluster of 4 separate species, C4H15NO3 in total at a distorted geometry, with ωB97M-V/def2-TZVPD.

- Max |F|: 2.86 eV/Å
- Energy above the lowest of the compared OMol25 structures with the same formula, charge and spin: 52.9 kcal per mole
- LUMO level: 0.024 Eh
- SMILES: C=C(C)NC.O.O.O

```
23
Properties=species:S:1:pos:R:3:mulliken_charge:R:1
O -0.9588 2.8889 5.4440 -0.639
O -2.3525 -2.3314 -0.8864 -0.636
O -3.1191 -4.8135 0.4622 -0.678
N 0.6949 0.2519 -1.5784 -0.165
C 1.3903 1.4664 -1.3990 0.523
C 1.7007 1.8241 0.1049 -0.959
C 1.5280 2.4856 -2.2559 -1.000
C 1.4156 -0.9793 -1.2475 -0.794
H 2.2664 -0.7280 -0.5887 0.281
H -0.3483 3.6526 5.3655 0.321
H 2.1442 2.8416 0.1410 0.348
H 2.2015 3.3344 -2.1027 0.239
H -2.4810 -1.8453 -0.0630 0.307
H 0.9506 2.6962 -3.1312 0.261
H -2.8794 -3.1239 -0.6704 0.339
H -2.3250 -5.2809 0.7307 0.330
H 0.7059 1.7645 0.5175 0.274
H -3.5430 -5.2869 -0.2587 0.337
H 0.1003 0.2111 -2.4010 0.204
H -1.5897 3.3013 6.0487 0.317
H 0.7647 -1.5886 -0.5832 0.254
H 2.1738 0.9193 0.4521 0.257
H 1.5600 -1.6599 -2.1005 0.280
```

10.
Computed, not measured: a cluster of 3 separate species, C4H15NO3 in total at a distorted geometry, with ωB97M-V/def2-TZVPD.

- Max |F|: 3.47 eV/Å
- Energy above the lowest of the compared OMol25 structures with the same formula, charge and spin: 16.7 kcal per mole
- LUMO level: 0.021 Eh
- SMILES: CCCNCO.O.O

```
23
Properties=species:S:1:pos:R:3:mulliken_charge:R:1
O -0.1471 -0.8659 3.7353 -0.613
O -1.7574 -0.6002 -2.8816 -0.526
O 1.1155 0.0299 -3.3791 -0.717
N -0.3680 -0.1018 -1.0208 -0.258
C 0.9891 0.4747 0.9546 -0.312
C -1.2532 -1.0919 -1.6607 -0.574
C 0.1313 -0.5489 0.2742 -0.685
C 0.2461 1.7904 1.2415 -1.341
H -0.1817 0.0589 3.7658 0.296
H -0.7108 -0.8267 0.9331 0.369
H -0.7598 1.6105 1.7820 0.272
H -0.9856 -0.4137 -3.3916 0.367
H 0.8533 2.5178 1.8671 0.292
H -0.7053 -1.9621 -1.8050 0.354
H 1.4149 0.0387 1.9095 0.301
H -0.0027 2.2992 0.3392 0.455
H 2.0939 -0.0150 -3.3214 0.311
H -0.3957 -1.2041 4.6533 0.302
H -2.0888 -1.2798 -1.0241 0.444
H 0.7297 -1.4688 0.0513 0.370
H 0.8139 0.0540 -2.4656 0.518
H -0.9024 0.7834 -0.8610 0.105
H 1.8709 0.7214 0.3040 0.272
```

Number 1: DFT total energy -605.7986 Eh. Number 2: DFT total energy -366.5835 Eh. Number 3: DFT total energy -366.5886 Eh. Number 4: DFT total energy -366.5495 Eh. Number 5: DFT total energy -366.5935 Eh. Number 6: DFT total energy -764.5476 Eh. Number 7: DFT total energy -764.3935 Eh. Number 8: DFT total energy -441.8111 Eh. Number 9: DFT total energy -441.7976 Eh. Number 10: DFT total energy -441.8552 Eh.